ORCA calculation (ωB97M-V/def2-TZVPD) on a 26-piece molecular cluster, C18H89BrFNO25PS2 overall.

Its total charge is -1. Its spin multiplicity is 1.

Positions of all 138 atoms, in Å:
C1 2.19479 -3.69371 2.31606
C2 3.15755 -4.24634 1.25531
C3 2.65538 -4.10494 -0.19328
C4 3.31075 -3.03215 -1.06504
N1 2.88862 -1.62745 -0.93254
C5 1.46299 -1.38080 -0.62537
C6 0.88483 -0.14151 -1.32490
C7 -0.01568 0.69889 -0.40416
C8 -1.26687 1.22962 -1.12018
P1 -2.85496 0.31412 -0.49179
C9 -4.28717 -0.71905 0.27077
C10 -3.54707 0.18010 -2.32710
C11 -3.57634 1.43060 -3.18636
F1 -2.68716 -0.77072 -3.04830
C12 -3.79211 2.05240 -0.14320
Br1 -5.76630 2.05458 -0.53388
C13 -3.64181 2.38614 1.33427
C14 -2.30548 3.06109 1.64654
C15 3.71056 -0.77018 -0.20308
S1 4.03590 -0.87078 1.39932
S2 4.31394 0.51814 -1.20657
C16 4.56346 1.89513 -0.06452
C17 5.16458 3.09530 -0.80740
C18 4.27172 4.34265 -0.76415
H1 1.65552 -4.52345 2.77519
H2 1.46895 -3.01617 1.86982
H3 2.72268 -3.16317 3.10636
H4 3.25650 -5.31507 1.45459
H5 4.16004 -3.83528 1.36346
H6 2.88506 -5.05235 -0.68352
H7 1.56902 -4.03367 -0.19544
H8 3.15882 -3.31489 -2.10947
H9 4.38949 -3.06761 -0.89434
H10 1.31056 -1.30472 0.45371
H11 0.88177 -2.21975 -0.99288
H12 1.68190 0.48251 -1.72544
H13 0.30291 -0.47379 -2.17819
H14 -0.24232 0.07184 0.46510
H15 0.55288 1.56453 -0.05304
H16 -1.31646 2.31339 -0.98812
H17 -1.10792 1.07369 -2.19088
H18 -2.31570 0.41747 0.85638
H19 -2.12768 -0.94078 -0.71389
H20 -5.12438 -0.94331 -0.39583
H21 -3.84900 -1.66787 0.57632
H22 -4.71144 -0.26730 1.17044
H23 -4.52521 -0.29659 -2.37286
H24 -2.94351 2.24436 -2.84458
H25 -3.33214 1.15539 -4.21514
H26 -4.59991 1.80597 -3.21384
H27 -3.38891 2.89432 -0.70163
H28 -3.79140 1.50862 1.96075
H29 -4.43560 3.09019 1.59302
H30 -2.39408 4.14721 1.59946
H31 -2.05486 2.83271 2.68475
H32 -1.47114 2.70213 1.05189
H33 3.59979 2.12322 0.38959
H34 5.22000 1.55152 0.73000
H35 5.34153 2.82184 -1.85118
H36 6.13470 3.34144 -0.38884
H37 3.22951 4.05447 -0.62764
H38 4.33684 4.91582 -1.68735
H39 4.54018 4.97738 0.07762
O1 -0.86857 -1.42486 2.05860
H40 -0.68943 -1.25969 2.99157
H41 -1.06933 -2.36592 2.01627
O2 6.86743 -3.20336 1.44672
H42 7.07172 -3.11319 2.38171
H43 6.34613 -2.41704 1.24165
O3 -2.94100 -2.63192 -5.05459
H44 -2.80665 -1.94465 -4.37238
H45 -2.95035 -2.14425 -5.88677
O4 7.02771 4.42636 1.28425
H46 7.25782 3.77689 1.95493
H47 7.53565 5.21270 1.52294
O5 -5.01853 -3.52918 1.99171
H48 -5.27970 -4.20044 1.35636
H49 -5.84029 -3.07396 2.19904
O6 -6.21710 4.32339 3.44718
H50 -6.31203 4.12748 2.50853
H51 -5.65379 5.10412 3.45666
O7 9.21406 6.30022 1.07845
H52 8.86787 6.02763 0.21385
H53 9.73325 7.08673 0.89557
O8 -0.63402 -4.07717 -1.30753
H54 -0.87022 -3.66816 -2.14794
H55 -0.74722 -5.02135 -1.44697
O9 0.55921 1.88882 2.51394
H56 0.77418 2.02242 3.44132
H57 0.22973 0.98413 2.45219
O10 3.84321 -7.26469 -1.02749
H58 4.21167 -6.97003 -1.86556
H59 4.33449 -6.77172 -0.36090
O11 -0.24924 -3.45569 -6.29797
H60 -0.61575 -4.12490 -6.88214
H61 -1.03487 -2.99679 -5.96493
O12 8.75879 6.06295 -1.78248
H62 8.33712 6.84571 -2.15008
H63 8.55405 5.35651 -2.40285
O13 -0.12218 5.56564 2.50225
H64 -0.34342 6.05978 1.70522
H65 -0.32906 4.65169 2.26088
O14 -3.35959 4.88345 -2.19881
H66 -3.27369 5.46519 -2.96622
H67 -4.29069 4.63415 -2.17240
O15 -4.83381 -0.06439 -6.29042
H68 -4.35149 -0.31533 -5.49380
H69 -5.63287 -0.59870 -6.26201
O16 -7.55548 -4.04228 3.38958
H70 -7.38577 -3.85505 4.31933
H71 -7.79734 -4.97331 3.37986
O17 -2.95143 6.35426 -4.72288
H72 -3.06227 6.18434 -5.66224
H73 -2.44669 7.17087 -4.66718
O18 0.44207 -0.94509 -4.56025
H74 0.12340 -1.65340 -5.12974
H75 -0.35065 -0.48699 -4.25491
O19 0.20124 -5.63122 4.95132
H76 0.13568 -5.84074 4.01372
H77 0.82500 -4.89747 4.97466
O20 1.83828 -0.50122 4.19066
H78 2.17016 -0.21296 3.32966
H79 2.28274 0.07149 4.82225
O21 -9.75826 -4.04774 5.15600
H80 -9.62016 -3.58115 4.32303
H81 -10.35758 -3.49754 5.66773
O22 2.29837 -7.27006 2.78681
H82 1.81204 -7.50719 3.58276
H83 1.92902 -7.83786 2.09546
O23 2.76439 6.53779 1.54277
H84 1.87775 6.29864 1.84396
H85 3.19068 6.89674 2.32533
O24 0.46230 -8.77642 1.11429
H86 0.27078 -9.47437 0.48213
H87 -0.33590 -8.24046 1.15215
O25 -3.84231 6.23249 1.04456
H88 -4.02811 7.12282 0.73490
H89 -3.86221 5.67918 0.25200

Cartesian forces (eV/Å) of the 6 atoms listed first:
C 0.2 -0.1 -0.1
C -0.2 -0.2 0.0
C 0.4 -0.3 0.3
C -0.1 0.0 0.3
N 0.1 -0.4 -0.1
C -0.2 0.5 -0.7



ORCA calculation (ωB97M-V/def2-TZVPD) on a 2-piece molecular cluster, C11H15N overall.

The value obtained for the energy above the lowest of the compared OMol25 structures with the same formula, charge and spin is 74.3 kJ/mol. Its spin multiplicity is 1.

Positions of all 27 atoms, in Å:
C1 2.36154 1.68930 0.60691
C2 0.23850 0.43830 1.30057
C3 1.53306 0.45510 0.66882
C4 -0.15173 -0.89958 1.31208
C5 1.85866 -0.82398 0.37514
C6 -0.65313 1.38708 1.83229
C7 -1.48014 -1.33441 1.48144
C8 -1.90821 0.95953 2.18816
C9 -2.30847 -0.37527 2.02321
N1 0.85606 -1.69720 0.78840
H1 -0.31932 2.38281 2.10238
H2 1.85750 2.58434 0.25464
H3 3.26827 1.56928 0.00772
H4 2.83601 -1.13430 0.03271
H5 0.69479 -2.62925 0.44363
H6 -1.75083 -2.36602 1.31825
H7 -2.60043 1.67716 2.59123
H8 -3.35641 -0.62477 2.16856
H9 2.80535 1.93415 1.57810
C10 -0.02670 0.00954 -3.31207
C11 -0.88711 -0.82965 -2.40217
H10 0.92294 -0.45503 -3.53916
H11 -0.45589 0.25451 -4.29066
H12 0.26382 1.01706 -2.98782
H13 -1.44036 -0.32754 -1.60734
H14 -0.34367 -1.69196 -2.05024
H15 -1.81412 -1.16920 -2.88477

Cartesian forces (eV/Å) of the 6 atoms listed first:
C 1.4 0.0 0.1
C 0.0 -0.4 0.1
C -0.3 0.9 0.8
C -1.0 -1.7 -1.4
C 0.5 -0.2 0.0
C 0.5 -0.2 0.3



Calculated frontier orbital gap in order - 5.57, 8.85 eV